Entry 1:
Below is a molecular structure, C22H49N2P3SSeTc, with properties calculated with ωB97M-V with the def2-TZVPD basis set.

Structure (XYZ):
```
79
Properties=species:S:1:pos:R:3:forces:R:3
Tc 0.4659 0.0502 -0.3239 -3.8 0.5 1.6
Se -4.1976 -2.3536 -0.9701 1.0 -0.5 -0.4
S -0.6775 -0.8600 1.5727 -0.4 -0.2 0.1
P -1.1434 1.9326 -0.3771 -0.3 1.2 0.2
P 0.4437 -0.0550 -2.5969 0.7 0.5 -3.3
P 2.1323 1.5524 0.1533 2.1 1.3 -0.1
N -1.1235 0.6428 3.7451 0.8 -0.3 -0.8
N 0.8517 -0.6291 3.8017 -1.5 0.0 -0.9
C -0.2526 -0.2110 3.1447 0.1 0.3 1.8
C 1.2738 -2.4432 -0.4019 1.9 1.8 0.9
C 0.9875 -0.4020 5.2377 0.2 0.2 0.8
C -2.8781 1.3742 -0.3468 -0.1 -0.5 -0.1
C 1.2707 -1.4856 -3.3592 0.2 -0.2 0.2
C 2.0333 -1.2703 -0.2318 1.9 -3.5 0.4
C -1.1974 -0.2070 -3.3563 -0.5 0.0 0.4
C -1.6619 -3.6130 -1.3222 0.6 -0.4 0.4
C -2.5585 0.6326 3.4396 -0.3 -0.1 -0.1
C -0.8004 -4.5797 -3.3739 -0.1 0.0 0.1
C -0.6548 -4.2846 -2.0125 -0.3 0.3 0.5
C -0.6487 1.8141 4.4949 0.2 0.2 0.7
C -2.8317 -3.2183 -1.9889 -0.4 0.0 0.4
C -1.2093 3.2129 -1.6931 0.1 -0.2 0.0
C -2.9860 -3.5334 -3.3472 -0.1 0.2 -0.7
C 1.6897 -1.6976 3.2595 0.5 0.0 -0.3
C 2.2250 3.2139 -0.5949 -0.4 -0.1 -0.2
C -1.9725 -4.1971 -4.0363 -0.4 0.2 0.0
C 3.8414 0.9723 -0.1297 -0.1 -0.3 -0.1
C 1.1897 1.3275 -3.5370 0.0 0.0 0.1
C -1.0871 2.9944 1.1131 0.0 -0.1 0.2
C 2.2468 1.9537 1.9303 -0.5 -0.2 0.2
H 1.5080 3.8957 -0.1156 0.3 -0.2 -0.2
H 0.7609 -2.4177 -3.0838 0.1 0.3 -0.1
H 0.5842 -2.7977 0.3686 0.2 0.1 -0.4
H 1.1635 1.0628 -4.6023 0.0 0.1 0.2
H -1.0180 2.3977 2.0339 0.1 0.2 -0.4
H 3.2995 2.2053 2.1073 -0.3 0.1 0.1
H 1.2514 -1.3673 -4.4484 -0.1 0.0 0.2
H -1.3721 2.6277 4.3735 0.1 -0.2 -0.1
H -4.4232 -1.3052 -1.9693 -0.4 -0.1 -0.3
H -3.0593 1.2027 4.2320 0.1 -0.3 -0.2
H 0.2535 -4.5702 -1.4812 -0.4 -0.2 -0.2
H -3.0228 0.5681 0.3813 0.0 0.2 -0.1
H -2.9470 -0.3930 3.4296 0.1 0.3 0.1
H -1.5573 -3.3789 -0.2614 0.0 -0.2 -0.2
H 2.2332 1.4798 -3.2371 -0.2 0.0 -0.1
H -0.5747 1.5938 5.5686 0.0 0.3 -0.3
H 1.6217 -3.1218 -1.1818 -0.6 0.4 -0.1
H 1.6175 -1.1958 5.6390 -0.2 0.2 0.0
H 4.0338 0.8718 -1.2012 0.1 0.1 0.1
H 2.3908 -1.3093 2.5123 -0.1 -0.1 0.2
H 2.3178 -1.5345 -3.0486 -0.1 -0.1 -0.1
H 0.0152 -0.4393 5.7375 0.2 -0.1 -0.2
H -2.7820 1.1142 2.4780 0.1 -0.1 0.2
H 1.9618 1.1185 2.5802 0.2 0.1 -0.2
H -2.0222 3.5704 1.1385 0.2 -0.1 0.0
H -3.9177 -3.2569 -3.8353 0.2 -0.1 -0.2
H -1.8458 0.6326 -3.0896 0.1 -0.1 -0.1
H 4.0266 0.0006 0.3373 0.2 0.4 0.0
H -2.0900 -4.4233 -5.0951 -0.1 0.0 0.3
H -1.0811 -0.2332 -4.4464 0.1 0.0 0.2
H -0.2710 3.7797 -1.7400 -0.3 -0.1 0.0
H -1.6667 -1.1437 -3.0330 0.1 0.2 -0.1
H 3.2546 3.5589 -0.4051 -0.4 0.0 -0.1
H -2.0214 3.9059 -1.4308 0.2 -0.2 -0.1
H 2.0393 3.1765 -1.6789 0.2 0.1 0.4
H 0.3187 2.1610 4.1093 -0.2 -0.2 0.2
H -0.2540 3.7060 1.0686 -0.2 -0.2 0.0
H 2.2942 -2.1069 4.0719 -0.2 0.0 -0.3
H 4.5109 1.7114 0.3175 0.0 -0.1 -0.2
H 2.9297 -1.1730 -0.8686 -0.6 0.0 0.5
H -3.5109 2.2314 -0.0765 0.1 -0.2 -0.2
H 0.6253 2.2544 -3.3933 0.2 -0.2 0.0
H -3.1747 1.0036 -1.3348 0.0 0.2 0.2
H 1.0747 -2.4923 2.8257 0.1 0.1 0.1
H 1.4732 0.5568 5.4529 -0.1 -0.2 0.0
H -0.0061 -5.1153 -3.9009 -0.3 0.1 0.1
H 2.1154 -0.8293 0.8072 0.0 -0.7 -0.8
H 1.6054 2.8070 2.1690 0.2 -0.1 0.0
H -1.4335 2.7772 -2.6738 0.1 0.2 0.2
```
Positions in Å, forces in eV/Å.

expectation value of S²	3.787
2S+1	4
net charge	+4
E_LUMO (spin up / spin down)	-13.2 / -14.8	eV
Kohn-Sham gap (spin up / spin down)	6.82 / 5.30	eV

Partial atomic charges computed with the Löwdin method, in multiples of e: atom 1 (Tc): 0.5619, atom 2 (Se): 1.2290, atom 3 (S): 0.7143, atom 4 (P): 0.7310, atom 5 (P): 0.7152, atom 6 (P): 0.7293, atom 7 (N): -0.1965, atom 8 (N): -0.1613, atom 9 (C): -0.6057, atom 10 (C): -0.0126, atom 11 (C): 0.0051, atom 12 (C): -0.2515, atom 13 (C): -0.2103, atom 14 (C): -0.3941, atom 15 (C): -0.2027, atom 16 (C): -0.1185, atom 17 (C): -0.0375, atom 18 (C): 0.0118, atom 19 (C): -0.0665, atom 20 (C): -0.0283, atom 21 (C): -0.5620, atom 22 (C): -0.2152, atom 23 (C): -0.0645, atom 24 (C): -0.0273, atom 25 (C): -0.1968, atom 26 (C): 0.0055, atom 27 (C): -0.2200, atom 28 (C): -0.2071, atom 29 (C): -0.2235, atom 30 (C): -0.1851, atom 31 (H): 0.0497, atom 32 (H): 0.0213, atom 33 (H): 0.0305, atom 34 (H): 0.0822, atom 35 (H): 0.0126, atom 36 (H): 0.0850, atom 37 (H): 0.0860, atom 38 (H): 0.1143, atom 39 (H): -0.0651, atom 40 (H): 0.1225, atom 41 (H): 0.1139, atom 42 (H): 0.0047, atom 43 (H): 0.1053, atom 44 (H): 0.0890, atom 45 (H): 0.0563, atom 46 (H): 0.1084, atom 47 (H): 0.0824, atom 48 (H): 0.1115, atom 49 (H): 0.0731, atom 50 (H): 0.0740, atom 51 (H): 0.0660, atom 52 (H): 0.1179, atom 53 (H): 0.0587, atom 54 (H): 0.0262, atom 55 (H): 0.0830, atom 56 (H): 0.1327, atom 57 (H): 0.0271, atom 58 (H): 0.0546, atom 59 (H): 0.1439, atom 60 (H): 0.0914, atom 61 (H): 0.0476, atom 62 (H): 0.0241, atom 63 (H): 0.0892, atom 64 (H): 0.0847, atom 65 (H): 0.0419, atom 66 (H): 0.0887, atom 67 (H): 0.0484, atom 68 (H): 0.1164, atom 69 (H): 0.0796, atom 70 (H): 0.0825, atom 71 (H): 0.0836, atom 72 (H): 0.0358, atom 73 (H): 0.0325, atom 74 (H): 0.0900, atom 75 (H): 0.1133, atom 76 (H): 0.1485, atom 77 (H): 0.0204, atom 78 (H): 0.0513, atom 79 (H): 0.0466

Entry 2:
Below is a molecular structure, C22H4ClF4IN5NiOS, with properties calculated with ωB97M-V with the def2-TZVPD basis set.

Structure (XYZ):
```
40
Properties=species:S:1:pos:R:3:forces:R:3
I -4.9783 1.5198 -0.8745 0.0 0.0 0.0
Ni -0.2720 1.6852 1.0587 -0.1 0.0 0.0
Cl -5.3643 -1.9325 3.5958 0.0 0.0 0.0
S -0.4722 3.3754 -1.5986 0.0 0.0 0.0
F 3.6362 2.1314 -2.8605 0.0 0.0 0.0
F 0.6651 -0.3074 -0.0928 0.0 -0.1 0.0
F 3.9754 0.0356 -4.3528 0.0 0.0 0.0
F 0.9740 -2.3996 -1.5773 0.0 0.0 0.0
O -2.0853 1.6500 0.4704 0.0 0.0 0.0
N 1.6841 1.6326 2.0205 0.0 0.1 0.0
N 3.1405 4.4480 -0.9808 0.0 0.0 0.2
N 4.0814 -2.5259 -6.0489 0.0 0.0 0.0
N -0.9961 0.5410 2.5649 0.0 0.0 0.0
N 1.5715 -4.7447 -3.3917 0.0 0.0 -0.1
C 1.8449 2.2258 -0.5395 0.0 0.1 0.2
C -0.4060 -0.0235 3.6047 0.0 0.0 0.0
C 2.0443 -3.7157 -3.6118 0.0 0.0 0.1
C 3.1411 -0.0892 -3.3140 0.0 0.0 0.0
C -2.2821 0.2375 2.3127 0.0 0.0 0.0
C -2.3942 -1.2303 4.1915 0.0 0.0 0.0
C 2.6687 -2.4701 -3.8971 0.0 0.0 0.0
C 2.6210 3.4446 -0.7924 0.0 0.0 -0.3
C 1.5026 -0.1963 -1.1652 0.0 0.0 0.0
C 2.9712 1.0208 -2.5257 0.0 0.0 0.0
C -2.8302 0.8913 1.1338 0.0 0.0 0.0
C -3.0332 -0.6396 3.0885 0.0 0.0 0.0
C -4.3931 -0.8675 2.6828 0.0 0.0 0.0
C 0.3152 2.5435 -0.5048 0.1 0.0 0.0
C 1.6610 -1.3067 -1.9400 0.0 0.0 0.0
C 1.9351 1.8953 0.9219 0.0 -0.1 -0.1
C 2.1407 1.0245 -1.4019 0.0 -0.1 0.0
C 3.4674 -2.4719 -5.0743 0.0 0.0 0.0
C -1.0820 -0.9165 4.4435 0.0 0.0 0.0
C -4.1914 0.6206 0.7866 0.0 0.0 0.0
C 2.4992 -1.3341 -3.0855 0.0 0.0 0.0
C -4.9365 -0.2514 1.5702 0.0 0.0 0.0
H -0.5575 -1.3540 5.2803 0.0 0.0 0.0
H -5.9635 -0.4651 1.3093 0.0 0.0 0.0
H -2.9314 -1.9235 4.8236 0.0 0.0 0.0
H 0.6287 0.2426 3.7705 0.0 0.0 0.0
```
Positions in Å, forces in eV/Å.

expectation value of S²	0.787
2S+1	2
E_LUMO (spin up / spin down)	-2.6 / -4.6	eV
Kohn-Sham gap (spin up / spin down)	3.97 / 1.96	eV

Partial atomic charges computed with the natural (NBO) method, in multiples of e: atom 1 (I): 0.3393, atom 2 (Ni): 0.9414, atom 3 (Cl): 0.1063, atom 4 (S): 0.2079, atom 5 (F): -0.3021, atom 6 (F): -0.3545, atom 7 (F): -0.2913, atom 8 (F): -0.2985, atom 9 (O): -0.5523, atom 10 (N): -0.3881, atom 11 (N): -0.2276, atom 12 (N): -0.3685, atom 13 (N): -0.4816, atom 14 (N): -0.3827, atom 15 (C): -0.3314, atom 16 (C): 0.1097, atom 17 (C): 0.3030, atom 18 (C): 0.2738, atom 19 (C): 0.0895, atom 20 (C): -0.1217, atom 21 (C): -0.4557, atom 22 (C): 0.2793, atom 23 (C): 0.3913, atom 24 (C): 0.4218, atom 25 (C): 0.4669, atom 26 (C): -0.0492, atom 27 (C): 0.0335, atom 28 (C): -0.3133, atom 29 (C): 0.2750, atom 30 (C): 0.3834, atom 31 (C): -0.2925, atom 32 (C): 0.2981, atom 33 (C): -0.2230, atom 34 (C): -0.1984, atom 35 (C): -0.0262, atom 36 (C): -0.2615, atom 37 (H): 0.2475, atom 38 (H): 0.2600, atom 39 (H): 0.2479, atom 40 (H): 0.2447

Number 1: F_max 4.19 eV/Å, total energy -4880.08926 Eh. Number 2: F_max 0.29 eV/Å, total energy -4253.44150 Eh.